No. 1
Formula: C20H23N3O5S
Source: OMol25
Level of theory: the ωB97M-V functional and the def2-TZVPD basis

Positions of all 52 atoms, in Å:
C 0.64 -0.64 -3.32
O 1.37 -0.22 -2.19
C 1.19 1.04 -1.73
C 0.36 2.00 -2.30
C 0.24 3.26 -1.74
C 0.95 3.59 -0.59
N 0.87 4.85 0.03
C 0.17 5.95 -0.36
C 0.36 7.11 0.59
O -0.53 6.01 -1.35
C 1.78 2.63 -0.01
C 1.89 1.39 -0.58
S 2.93 0.18 0.24
O 3.89 -0.39 -0.65
O 3.41 0.79 1.45
N 1.84 -1.00 0.75
C 1.35 -2.00 -0.06
C 2.22 -2.78 -0.82
C 1.74 -3.79 -1.62
C 0.38 -4.06 -1.68
C -0.49 -3.32 -0.91
C -0.03 -2.30 -0.09
C -0.96 -1.46 0.71
O -0.86 -0.23 0.75
N -1.94 -2.08 1.39
C -2.04 -3.49 1.71
C -2.60 -3.49 3.13
C -3.57 -2.32 3.09
C -2.84 -1.29 2.22
H -0.44 -0.59 -3.14
H 0.93 -1.68 -3.48
H 0.89 -0.04 -4.20
H -0.21 1.78 -3.19
H -0.40 3.99 -2.19
H 1.43 4.93 0.87
H 0.02 6.84 1.59
H -0.22 7.96 0.24
H 1.41 7.39 0.64
H 2.34 2.82 0.89
H 1.11 -0.51 1.26
H 3.27 -2.55 -0.79
H 2.43 -4.38 -2.21
H 0.00 -4.84 -2.33
H -1.56 -3.50 -0.98
H -2.74 -3.99 1.03
H -1.06 -3.98 1.63
H -3.08 -4.43 3.39
H -1.80 -3.29 3.85
H -4.50 -2.62 2.61
H -3.80 -1.92 4.08
H -2.24 -0.59 2.82
H -3.51 -0.70 1.60

Properties
Charge = 0
2S+1 = 1
Relative energy (zero: lowest compared OMol25 entry of this formula, charge and spin) = 109.20 kJ/mol
SMILES = COc1ccc(NC(C)=O)cc1S(=O)(=O)Nc1ccccc1C(=O)N1CCCC1


No. 2
Formula: C20H23N3O6
Source: OMol25
Level of theory: the ωB97M-V functional and the def2-TZVPD basis

Positions of all 52 atoms, in Å:
C 1.88 -6.11 -1.85
C 0.40 -5.86 -2.10
O 0.08 -4.47 -1.97
C 0.31 -3.71 -3.05
O 0.73 -4.12 -4.11
N 0.02 -2.38 -2.87
C -0.45 -1.64 -1.80
C -0.66 -0.27 -2.01
C -1.10 0.54 -0.99
C -1.36 0.02 0.28
C -1.77 0.80 1.42
C -1.81 2.30 1.34
N -0.54 2.83 0.89
C -0.43 3.80 -0.11
O -1.36 4.30 -0.69
N 0.89 4.03 -0.28
C 1.73 3.15 0.52
C 2.68 3.94 1.42
C 1.95 4.97 2.28
C 2.47 2.17 -0.41
C 3.31 1.13 0.32
C 0.68 2.40 1.34
O 0.87 1.58 2.20
C -2.06 0.17 2.58
C -1.96 -1.27 2.73
O -2.24 -1.90 3.72
O -1.47 -1.96 1.64
C -1.19 -1.36 0.47
C -0.73 -2.18 -0.55
H 2.47 -5.63 -2.62
H 2.07 -7.18 -1.88
H 2.17 -5.73 -0.88
H 0.12 -6.20 -3.10
H -0.22 -6.35 -1.34
H 0.18 -1.85 -3.72
H -0.47 0.15 -2.99
H -1.27 1.58 -1.20
H -2.55 2.64 0.60
H -2.06 2.72 2.32
H 1.25 4.65 -0.98
H 3.20 3.23 2.07
H 3.43 4.44 0.80
H 1.26 4.47 2.96
H 2.66 5.53 2.88
H 1.39 5.67 1.67
H 3.10 2.75 -1.09
H 1.71 1.65 -1.01
H 4.19 1.59 0.77
H 2.73 0.65 1.10
H 3.65 0.37 -0.38
H -2.36 0.70 3.47
H -0.62 -3.23 -0.35

Properties
Charge = 0
2S+1 = 1
Relative energy (zero: lowest compared OMol25 entry of this formula, charge and spin) = 9.31 kJ/mol
SMILES = CCOC(=O)Nc1ccc2c(CN3C(=O)NC(CC)(CC)C3=O)cc(=O)oc2c1


No. 3
Formula: C20H23N3O8SSr
Source: OMol25
Level of theory: the ωB97M-V functional and the def2-TZVPD basis

Positions of all 56 atoms, in Å:
Sr 0.22 0.03 -0.01
O -3.28 -0.59 5.18
C -2.63 -0.49 3.99
C -2.99 0.45 3.03
C -2.26 0.48 1.85
N -1.27 -0.37 1.64
C -0.94 -1.29 2.54
C -1.59 -1.38 3.75
C 0.23 -2.16 2.06
O 0.92 -2.76 2.87
O 0.38 -2.12 0.78
C -2.47 1.47 0.69
O -3.36 2.31 0.78
O -1.66 1.29 -0.28
H -3.98 0.07 5.22
H -3.81 1.15 3.18
H -1.30 -2.12 4.48
C -0.06 3.34 1.49
O 0.70 2.54 0.59
C 0.80 3.16 -0.68
C 1.80 2.40 -1.52
O 1.40 1.06 -1.79
C 0.58 0.90 -2.94
C 0.31 -0.59 -3.08
O -0.50 -1.07 -2.03
C -1.90 -1.02 -2.30
H -0.98 3.69 1.02
H -0.31 2.73 2.35
H 0.53 4.20 1.82
H -0.19 3.18 -1.16
H 1.16 4.20 -0.57
H 1.98 2.93 -2.46
H 2.74 2.33 -0.97
H -0.37 1.45 -2.82
H 1.10 1.28 -3.82
H -0.15 -0.79 -4.05
H 1.27 -1.11 -3.01
H -2.13 -1.59 -3.20
H -2.40 -1.47 -1.44
H -2.25 0.01 -2.40
N 2.81 -1.37 -0.03
C 3.01 -0.54 1.04
N 2.04 0.04 1.67
C 2.51 0.75 2.76
C 1.72 1.37 3.73
C 2.33 2.05 4.77
C 3.72 2.12 4.86
C 4.52 1.48 3.93
C 3.90 0.79 2.90
S 4.63 -0.18 1.64
H 1.96 -1.95 0.13
H 3.62 -1.89 -0.32
H 0.64 1.27 3.68
H 1.73 2.52 5.53
H 4.18 2.66 5.68
H 5.60 1.49 4.01

Properties
Charge = 0
2S+1 = 1
Calculated total energy = -1971.1654 Ha


No. 4
Formula: C20H23N5OPd
Source: OMol25
Level of theory: the ωB97M-V functional and the def2-TZVPD basis

Positions of all 50 atoms, in Å:
Pd 0.23 -0.40 -0.07
C 0.46 0.94 2.63
N 0.25 1.54 1.29
C 1.36 2.45 0.89
C 2.38 1.78 0.02
C 3.62 2.35 -0.21
C 4.48 1.75 -1.12
C 4.09 0.60 -1.80
C 2.85 0.06 -1.50
N 2.04 0.65 -0.61
C -1.08 2.19 1.16
C -1.68 2.07 -0.19
C -2.52 3.11 -0.74
C -3.16 2.92 -1.94
C -2.94 1.72 -2.61
C -2.05 0.73 -2.02
N -1.45 0.91 -0.85
C -0.54 -0.14 2.87
C -1.06 -0.45 4.11
C -2.00 -1.48 4.21
C -2.40 -2.16 3.07
C -1.84 -1.81 1.85
N -0.94 -0.83 1.79
H 0.40 1.71 3.40
H 1.48 0.54 2.65
H 1.84 2.85 1.79
H 0.95 3.30 0.34
H 3.90 3.27 0.30
H 5.46 2.18 -1.31
H 4.72 0.12 -2.53
H 2.52 -0.86 -1.97
H -1.02 3.25 1.46
H -1.79 1.72 1.86
H -2.65 4.04 -0.18
H -3.83 3.67 -2.35
H -3.41 1.50 -3.56
H -1.87 -0.21 -2.54
H -0.75 0.11 4.99
H -2.42 -1.74 5.17
H -3.14 -2.95 3.10
H -2.11 -2.32 0.94
C 1.44 -4.51 0.30
C 1.84 -3.20 0.90
N 2.79 -3.19 1.81
O 1.24 -2.13 0.55
H 2.23 -5.25 0.40
H 1.20 -4.38 -0.76
H 0.55 -4.88 0.80
H 3.27 -4.04 2.06
H 3.09 -2.34 2.26

Properties
Charge = +4
2S+1 = 5
Relative energy (zero: lowest compared OMol25 entry of this formula, charge and spin) = 30.18 kJ/mol


No. 5
Formula: C20H23N6O2S8SbW
Source: OMol25
Level of theory: the ωB97M-V functional and the def2-TZVPD basis

Positions of all 61 atoms, in Å:
W -0.90 -1.56 -0.08
S -3.11 -1.40 0.87
C -3.22 -2.36 2.26
C -4.41 -2.18 3.14
N -5.20 -2.04 3.95
C -2.18 -3.17 2.69
S -0.80 -3.21 1.68
C -2.28 -3.93 3.92
N -2.36 -4.34 4.98
O 3.59 1.14 1.21
C 2.70 1.83 1.93
C 2.96 3.10 2.44
C 2.06 3.69 3.29
C 0.77 3.12 3.55
C 0.46 1.95 2.92
C 1.43 1.27 2.17
C 0.98 0.02 1.59
O -0.29 -0.04 1.28
N 1.77 -0.98 1.37
N 1.20 -1.96 0.57
C 1.89 -3.03 0.37
S 1.35 -4.46 -0.48
C 2.97 -5.11 -0.83
C 3.85 -4.82 0.39
S 3.52 -3.10 0.92
H 3.27 0.22 1.06
H 3.93 3.55 2.35
H 2.33 4.57 3.83
H 0.13 3.63 4.24
H -0.52 1.56 3.17
H 3.38 -4.74 -1.77
H 2.84 -6.15 -0.98
H 4.91 -4.94 0.12
H 3.70 -5.46 1.24
S -1.10 -0.65 -4.75
Sb 0.50 -1.41 -3.51
S -1.03 -3.07 -1.69
S 0.73 -0.25 -1.49
S 2.37 -2.47 -3.93
C 0.24 3.18 -0.38
C -1.09 2.45 -0.45
N -1.54 1.97 -1.78
C -1.66 2.97 -2.83
C -0.41 3.03 -3.70
C -2.30 0.89 -1.88
C -3.47 0.77 -2.85
N -2.15 -0.18 -1.09
H 0.39 3.60 0.60
H 0.31 3.96 -1.15
H 1.09 2.50 -0.53
H -1.92 3.09 -0.13
H -1.03 1.63 0.27
H -1.76 3.92 -2.29
H -2.55 2.86 -3.43
H 0.44 3.40 -3.10
H -0.47 3.74 -4.53
H -0.11 2.02 -4.04
H -4.34 1.13 -2.32
H -3.58 -0.24 -3.18
H -3.34 1.28 -3.76
H -2.92 -0.79 -1.45

Properties
Charge = 0
2S+1 = 1
Relative energy (zero: lowest compared OMol25 entry of this formula, charge and spin) = 38.77 kJ/mol


In Eh/bohr, the max |F| values for the records above are, in order, 0.0239 0.0206 0.0472 0.0153 0.0540.